Here is a cluster of 2 separate species, C3H8N2O in total at a distorted geometry from OMol25. Energies are from ωB97M-V/def2-TZVPD.

The geometry in ORCA input format:
```
! RIJCOSX wB97M-V def2-TZVPD def2/J DEFGRID3
* xyz 0 1
C 2.5899 -0.8660 -0.9506
C 1.5450 -0.0516 -0.7828
O 0.2720 -0.4461 -1.1836
H 2.5411 -1.8879 -1.3169
H 3.5906 -0.4533 -0.8191
H 1.6638 1.0311 -0.7829
H 0.1237 -1.2941 -0.7462
N -1.2829 1.2681 0.5579
C -2.2065 0.5752 1.3068
N -2.1776 -0.6777 1.5693
H -0.6231 0.7142 0.0149
H -1.7227 1.9380 -0.0547
H -3.0797 1.1943 1.5148
H -1.2334 -1.0444 1.6731
*
```

The max |F| comes out at 2.574 eV/A. The value obtained for the LUMO energy is 0.832 eV. Its calculated total energy is -303.79224 Eh. The molar mass comes out at 88.110 g/mol. For the energy above the lowest of the compared OMol25 structures with the same formula, charge and spin, the calculation gives 262.26 kJ/mol. As for the structure (SMILES): [H]/N=C\N.C=CO.